Record 1
Formula: C41H40Cl2O4P3PtSTe
Source: the Open Molecules 2025 dataset
Level of theory: wB97M-V/def2-TZVPD

The charge is +1. As for the multiplicity: 3. Its HOMO-LUMO gap (alpha / beta) is 6.9 / 5.8 eV. For the largest force on an atom, the calculation gives 1.4 eV/A. The calculation puts the energy at -125640.107 eV.

```
93
C41H40Cl2O4P3PtSTe (wB97M-V/def2-TZVPD)
Pt 0.933 -0.337 -0.236
O 0.780 0.041 3.560
S 0.256 -0.295 2.235
C -0.447 -1.950 2.411
C -0.581 -2.421 3.707
C -1.039 -3.710 3.927
C -1.345 -4.524 2.847
C -1.192 -4.049 1.554
C -0.731 -2.756 1.317
P -0.562 -2.137 -0.395
C -2.318 -2.037 -0.862
C -3.253 -1.562 0.059
C -4.582 -1.426 -0.305
C -4.992 -1.747 -1.592
C -4.066 -2.213 -2.514
C -2.736 -2.357 -2.153
C 0.141 -3.491 -1.392
C 1.441 -3.344 -1.878
C 2.031 -4.346 -2.630
C 1.319 -5.497 -2.928
C 0.016 -5.641 -2.474
C -0.574 -4.646 -1.712
C -1.284 0.671 2.112
C -2.140 0.599 3.202
C -3.310 1.336 3.213
C -3.616 2.146 2.128
C -2.748 2.233 1.052
C -1.553 1.510 1.034
P -0.366 1.686 -0.354
C 0.400 3.314 -0.136
C 1.467 3.603 -0.987
C 2.043 4.862 -0.972
C 1.556 5.839 -0.113
C 0.496 5.552 0.733
C -0.081 4.289 0.730
C -1.474 1.987 -1.770
C -1.919 3.266 -2.104
C -2.848 3.432 -3.120
C -3.334 2.331 -3.811
C -2.868 1.061 -3.505
C -1.937 0.891 -2.493
H -0.297 -1.783 4.533
H -1.133 -4.081 4.938
H -1.696 -5.535 3.003
H -1.419 -4.694 0.718
H -2.942 -1.303 1.065
H -5.302 -1.075 0.423
H -6.031 -1.641 -1.871
H -4.378 -2.471 -3.518
H -2.023 -2.726 -2.873
H 1.993 -2.438 -1.675
H 3.046 -4.225 -2.984
H 1.772 -6.278 -3.525
H -0.548 -6.533 -2.715
H -1.601 -4.766 -1.393
H -1.875 -0.030 4.043
H -3.976 1.277 4.062
H -4.532 2.722 2.122
H -2.995 2.879 0.222
H 1.853 2.842 -1.651
H 2.872 5.080 -1.633
H 2.005 6.823 -0.108
H 0.111 6.313 1.400
H -0.901 4.072 1.402
H -1.540 4.131 -1.576
H -3.195 4.427 -3.368
H -4.068 2.466 -4.595
H -3.227 0.198 -4.053
H -1.557 -0.094 -2.260
Cl -0.138 -1.471 -4.691
C 0.989 -0.118 -4.735
Cl 1.491 0.418 -3.109
H 0.498 0.715 -5.223
H 1.877 -0.432 -5.269
C 2.403 3.018 3.567
C 3.220 1.886 2.990
O 2.661 1.509 1.713
P 3.439 0.525 0.710
O 3.031 0.851 -0.688
Te 2.951 -1.781 1.284
O 4.978 0.864 0.899
C 5.838 0.249 1.882
C 6.742 -0.786 1.246
H 2.879 3.382 4.477
H 1.396 2.674 3.811
H 2.337 3.833 2.851
H 3.189 1.021 3.655
H 4.255 2.201 2.847
H 5.234 -0.205 2.672
H 6.424 1.058 2.316
H 6.153 -1.586 0.799
H 7.394 -1.210 2.010
H 7.358 -0.333 0.470
```

Record 2
Formula: C41H40Cl3N12NaO9
Source: the Open Molecules 2025 dataset
Level of theory: wB97M-V/def2-TZVPD

The charge is -2. For the energy relative to the best compared isomer or geometry (same formula, charge and spin), the calculation gives 13.55 kcal per mole. As for the multiplicity: 1. Its HOMO-LUMO gap is 6.2 eV. For the largest force on an atom, the calculation gives 0.7 eV/A. The calculation puts the energy at -121461.500 eV.

```
106
C41H40Cl3N12NaO9 (wB97M-V/def2-TZVPD)
Na 0.306 -0.608 0.482
N -2.581 0.217 -1.482
N -2.764 1.094 -2.552
C -1.891 1.990 -3.044
N -2.295 2.628 -4.170
N -0.782 2.181 -2.341
N 0.193 2.993 -2.858
O 0.092 3.547 -3.966
O 1.184 3.105 -2.175
H -1.937 -0.530 -1.730
H -2.219 0.689 -0.654
H -3.674 1.057 -2.971
H -2.980 2.155 -4.734
H -1.586 3.186 -4.614
Cl -3.786 -6.794 1.280
C -3.179 -5.162 1.093
C -3.490 -4.204 2.067
C -3.020 -2.930 1.940
Cl -3.438 -1.755 3.154
C -2.186 -2.478 0.843
O -1.748 -1.310 0.784
C -1.939 -3.501 -0.145
C -1.203 -3.254 -1.368
O -0.774 -2.198 -1.809
C -2.419 -4.813 0.012
H -4.100 -4.471 2.920
H -1.047 -4.180 -1.966
H -2.183 -5.549 -0.747
O 4.944 4.928 2.238
C 4.988 3.764 2.708
O 5.881 3.215 3.382
C 3.759 2.883 2.359
C 2.687 3.433 1.663
C 1.640 2.613 1.287
N 1.601 1.300 1.524
C 2.603 0.764 2.237
C 3.680 1.532 2.679
C 2.574 -0.769 2.473
O 3.388 -1.212 3.298
O 1.737 -1.409 1.778
H 2.717 4.485 1.408
H 0.819 3.007 0.694
H 4.481 1.061 3.231
N 9.020 4.881 -2.120
C 8.121 4.164 -2.069
C 6.994 3.276 -2.058
C 6.947 2.228 -2.976
C 5.865 1.371 -2.987
C 4.806 1.578 -2.105
C 4.852 2.623 -1.186
C 5.953 3.457 -1.147
N 3.704 0.705 -2.115
C 3.298 -0.156 -3.122
C 2.201 -0.796 -2.634
N 1.907 -0.348 -1.365
C 2.822 0.539 -1.090
H 7.767 2.078 -3.666
H 5.845 0.532 -3.667
H 4.038 2.782 -0.488
H 6.001 4.245 -0.407
H 3.805 -0.211 -4.068
H 1.578 -1.533 -3.117
H 2.918 1.064 -0.160
C -6.411 5.194 3.270
C -4.931 4.882 3.531
C -4.401 5.901 4.552
C -4.858 3.495 4.179
C -4.107 4.978 2.201
O -4.124 6.351 1.751
C -4.662 4.161 1.016
C -4.805 2.624 1.081
C -6.214 2.091 1.194
C -7.265 2.616 0.443
C -8.547 2.096 0.529
C -8.780 1.024 1.373
Cl -10.394 0.367 1.494
C -7.757 0.462 2.113
C -6.481 0.999 2.015
C -2.585 4.744 2.385
N -2.109 3.416 2.084
C -1.750 2.909 0.895
N -1.509 1.624 1.004
C -1.711 1.380 2.322
N -2.077 2.436 3.018
H -6.958 5.135 4.213
H -6.870 4.479 2.586
H -6.577 6.206 2.883
H -5.089 5.940 5.400
H -4.315 6.901 4.128
H -3.428 5.612 4.952
H -5.285 3.554 5.184
H -3.836 3.130 4.269
H -5.440 2.756 3.628
H -5.042 6.616 1.653
H -4.016 4.424 0.175
H -5.629 4.606 0.773
H -4.213 2.198 1.890
H -4.370 2.203 0.170
H -7.083 3.445 -0.231
H -9.359 2.510 -0.055
H -7.953 -0.386 2.755
H -5.671 0.552 2.582
H -2.254 4.985 3.391
H -2.086 5.427 1.699
H -1.670 3.502 -0.005
H -1.586 0.400 2.755
```

Record 3
Formula: C41H40F4NOSi
Source: the Open Molecules 2025 dataset
Level of theory: wB97M-V/def2-TZVPD

The charge is +1. For the energy relative to the best compared isomer or geometry (same formula, charge and spin), the calculation gives 11.76 kcal per mole. As for the multiplicity: 1. Its HOMO-LUMO gap is 2.8 eV. For the largest force on an atom, the calculation gives 1.8 eV/A. The calculation puts the energy at -65444.015 eV.

```
88
C41H40F4NOSi (wB97M-V/def2-TZVPD)
F 8.300 -1.823 -0.750
C 7.318 -1.260 0.038
C 7.639 -1.017 1.375
C 6.585 -0.574 2.176
F 6.816 -0.422 3.526
C 5.328 -0.264 1.677
C 5.111 -0.248 0.261
C 3.989 0.466 -0.267
C 3.844 0.972 -1.593
C 2.585 1.516 -2.013
C 2.508 2.251 -3.183
F 1.300 2.825 -3.535
C 3.600 2.474 -4.028
C 4.785 1.832 -3.671
F 5.882 2.000 -4.489
C 4.928 1.068 -2.520
C 6.085 -0.946 -0.524
H 8.620 -1.225 1.787
H 4.517 0.030 2.344
H 3.363 0.961 0.498
H 1.698 1.372 -1.388
H 3.532 3.084 -4.923
H 5.883 0.611 -2.296
H 5.875 -1.214 -1.556
C -5.694 -0.365 2.975
Si -4.480 1.043 2.953
C -4.946 2.440 1.830
C -4.193 1.667 4.683
O -3.022 0.402 2.468
C -2.241 0.354 1.288
C -3.144 -0.051 0.114
C -3.567 0.877 -0.840
C -4.449 0.479 -1.854
C -4.908 -0.839 -1.919
C -4.506 -1.759 -0.946
C -3.679 -1.346 0.104
C -1.435 1.668 1.119
C -1.167 2.482 2.222
C -0.492 3.692 2.059
C 0.019 4.048 0.808
C -0.138 3.174 -0.270
C -0.876 1.999 -0.118
C -1.196 -0.762 1.578
C -0.409 -0.558 2.892
C 1.076 -0.695 2.560
C 1.180 -0.978 1.051
N -0.170 -0.873 0.542
C -0.395 -1.193 -0.752
C 0.588 -1.650 -1.611
C 0.246 -2.673 -2.576
C 1.060 -2.969 -3.703
C 0.657 -3.908 -4.651
C -0.539 -4.622 -4.491
C -1.338 -4.384 -3.366
C -0.948 -3.439 -2.417
H -6.660 -0.003 3.354
H -5.846 -0.804 1.982
H -5.340 -1.168 3.635
H -5.743 3.021 2.324
H -4.088 3.104 1.648
H -5.316 2.084 0.859
H -5.142 2.033 5.101
H -3.810 0.869 5.330
H -3.463 2.484 4.691
H -3.242 1.916 -0.765
H -4.754 1.214 -2.600
H -5.590 -1.149 -2.715
H -4.832 -2.805 -0.990
H -3.469 -2.033 0.930
H -1.486 2.168 3.222
H -0.368 4.340 2.927
H 0.540 4.996 0.674
H 0.307 3.402 -1.241
H -1.018 1.328 -0.971
H -1.715 -1.735 1.657
H -0.610 0.405 3.372
H -0.738 -1.347 3.580
H 1.632 0.227 2.804
H 1.527 -1.528 3.121
H 1.842 -0.253 0.545
H 1.619 -1.973 0.834
H -1.433 -1.135 -1.092
H 1.602 -1.247 -1.569
H 2.006 -2.438 -3.812
H 1.280 -4.095 -5.526
H -0.842 -5.365 -5.232
H -2.266 -4.946 -3.229
H -1.564 -3.293 -1.525
```

Record 4
Formula: C41H41BBrF4InN8O3PS
Source: the Open Molecules 2025 dataset
Level of theory: wB97M-V/def2-TZVPD

The charge is -1. For the energy relative to the best compared isomer or geometry (same formula, charge and spin), the calculation gives 0.00 kcal per mole. As for the multiplicity: 1. Its HOMO-LUMO gap is 6.5 eV. For the largest force on an atom, the calculation gives 1.6 eV/A. The calculation puts the energy at -168133.865 eV.

```
102
C41H41BBrF4InN8O3PS (wB97M-V/def2-TZVPD)
In 0.406 -0.451 0.762
C 2.750 -5.186 0.672
N 2.375 -4.613 1.927
C 2.471 -5.177 3.169
C 2.130 -4.274 4.103
N 1.817 -3.068 3.453
C 2.100 -3.228 2.062
S 3.552 -2.158 1.467
C 1.372 -1.905 3.994
C 1.004 -1.826 5.353
C 0.673 -0.610 5.897
C 0.737 0.526 5.094
C 1.022 0.351 3.755
N 1.312 -0.822 3.198
H 3.051 -6.222 0.818
H 3.585 -4.626 0.240
H 1.908 -5.143 -0.023
H 2.746 -6.207 3.299
H 2.123 -4.383 5.165
H 0.952 -2.720 5.949
H 0.358 -0.537 6.928
H 0.515 1.502 5.499
H 1.013 1.186 3.068
F -3.379 -2.725 -7.176
C -3.026 -2.182 -6.001
C -3.615 -0.998 -5.566
F -4.539 -0.390 -6.328
C -3.236 -0.441 -4.351
F -3.852 0.688 -3.981
C -2.266 -1.021 -3.536
P -1.622 -0.246 -1.961
C -3.209 0.129 -1.148
C -3.219 1.124 -0.173
C -4.365 1.367 0.561
C -5.508 0.615 0.336
C -5.496 -0.390 -0.616
C -4.349 -0.644 -1.346
C -1.213 1.346 -2.786
C -2.036 2.463 -2.845
C -1.647 3.564 -3.586
C -0.438 3.568 -4.261
C 0.402 2.470 -4.173
C 0.016 1.368 -3.438
C -1.689 -2.211 -3.992
Br -0.354 -3.066 -2.985
C -2.066 -2.786 -5.200
F -1.494 -3.923 -5.615
H -2.313 1.687 0.017
H -4.363 2.132 1.323
H -6.400 0.802 0.915
H -6.382 -0.987 -0.786
H -4.342 -1.457 -2.061
H -2.983 2.477 -2.327
H -2.295 4.426 -3.645
H -0.149 4.426 -4.853
H 1.357 2.475 -4.679
H 0.667 0.509 -3.352
C 4.441 0.106 -0.553
O 3.165 0.044 0.045
C 2.608 -1.240 0.195
C 2.576 -2.045 -1.093
H 5.147 -0.523 0.002
H 4.767 1.147 -0.509
H 4.411 -0.213 -1.601
H 3.554 -2.430 -1.395
H 2.176 -1.412 -1.887
H 1.895 -2.883 -0.954
N -1.345 0.101 2.117
C -2.101 0.260 2.998
N -3.015 0.327 3.842
C -3.351 1.074 4.823
N -3.763 1.677 5.721
C 0.869 4.618 -1.193
C 1.811 3.601 -0.536
C 3.208 3.782 -1.129
O 1.334 2.288 -0.858
B 0.799 1.712 0.250
O 0.902 2.523 1.337
C 1.754 3.628 1.031
C 3.100 3.326 1.703
C 1.180 4.909 1.629
H 0.894 4.477 -2.271
H 1.178 5.635 -0.966
H -0.154 4.468 -0.858
H 3.148 3.691 -2.212
H 3.885 3.017 -0.768
H 3.600 4.764 -0.873
H 3.485 2.375 1.350
H 2.936 3.231 2.775
H 3.826 4.115 1.526
H 0.155 5.069 1.312
H 1.789 5.761 1.338
H 1.183 4.827 2.713
N -0.274 -3.441 0.251
C -1.179 -4.367 0.542
C -2.400 -3.773 0.851
C -2.150 -2.421 0.726
N -0.871 -2.246 0.369
H 1.295 -2.894 1.398
H -0.923 -5.412 0.541
H -3.316 -4.250 1.143
H -2.799 -1.582 0.896
```

Record 5
Formula: C41H41BCaO2P2
Source: the Open Molecules 2025 dataset
Level of theory: wB97M-V/def2-TZVPD

For the energy relative to the best compared isomer or geometry (same formula, charge and spin), the calculation gives 33.75 kcal per mole. As for the multiplicity: 1. Its HOMO-LUMO gap (alpha / beta) is 4.6 / 4.6 eV. For the largest force on an atom, the calculation gives 2.9 eV/A. The calculation puts the energy at -84964.296 eV.

```
88
C41H41BCaO2P2 (wB97M-V/def2-TZVPD)
Ca 1.486 -1.234 2.124
C -2.620 0.204 5.644
C -2.753 0.094 4.315
C -3.160 1.079 3.249
C -2.014 1.753 2.448
C -1.029 2.475 3.313
C -1.185 2.812 4.610
C -2.353 2.704 5.539
C -2.610 1.448 6.431
C 2.760 -0.187 3.680
H -2.516 -0.699 6.252
H -2.384 -0.851 3.836
H -3.797 1.872 3.648
H -3.763 0.516 2.509
H -1.486 0.990 1.846
H -2.401 2.471 1.689
H -0.107 2.793 2.797
H -0.338 3.313 5.088
H -3.277 2.914 4.992
H -2.244 3.533 6.255
H -1.964 1.383 7.320
H -3.594 1.579 6.919
H 3.371 -0.477 4.553
H 2.200 0.730 3.948
H 3.505 0.135 2.907
P 0.066 -2.169 -3.775
P 1.953 0.285 -4.204
C -0.610 -0.628 -4.458
C 0.252 0.374 -4.761
C -0.647 -3.335 -5.049
C -1.786 -3.031 -5.815
C -2.251 -3.925 -6.790
C -1.608 -5.152 -6.987
C -0.458 -5.452 -6.242
C 0.041 -4.541 -5.308
C -0.956 -2.333 -2.258
C -0.676 -1.488 -1.163
C -1.475 -1.546 -0.029
C -2.546 -2.448 0.033
C -2.804 -3.306 -1.042
C -2.008 -3.254 -2.191
C 2.634 0.935 -5.851
C 2.458 0.134 -6.996
C 2.872 0.609 -8.242
C 3.457 1.876 -8.359
C 3.635 2.663 -7.219
C 3.224 2.196 -5.965
C 2.055 1.821 -3.194
C 3.221 1.970 -2.413
C 3.412 3.122 -1.656
C 2.430 4.120 -1.635
C 1.248 3.951 -2.364
C 1.051 2.797 -3.137
H -1.688 -0.562 -4.655
H -0.018 1.217 -5.408
H -2.328 -2.093 -5.675
H -3.122 -3.654 -7.394
H -1.999 -5.867 -7.717
H 0.057 -6.399 -6.403
H 0.964 -4.749 -4.762
H 0.157 -0.776 -1.225
H -1.299 -0.858 0.813
H -3.179 -2.482 0.920
H -3.617 -4.031 -0.997
H -2.216 -3.917 -3.035
H 1.969 -0.843 -6.912
H 2.728 0.001 -9.133
H 3.774 2.259 -9.329
H 4.081 3.654 -7.277
H 3.318 2.822 -5.072
H 3.980 1.187 -2.438
H 4.338 3.250 -1.097
H 2.591 5.031 -1.058
H 0.478 4.727 -2.349
H 0.127 2.685 -3.711
O 0.617 -1.849 6.046
B 0.949 -0.830 5.093
O 0.805 0.411 5.859
C 0.829 0.072 7.171
C 0.708 0.959 8.227
C 0.403 0.397 9.471
C 0.270 -0.975 9.635
C 0.418 -1.870 8.556
C 0.680 -1.305 7.312
H 0.758 2.020 8.037
H 0.245 1.069 10.318
H 0.029 -1.360 10.626
H 0.284 -2.939 8.722
```